90
Properties=species:S:1:pos:R:3 method="wB97M-V/def2-TZVPD" charge=+1 largest_force_ev_per_a=2.929 orbital_gap_ev=7.020 energy_ev=-68857.45689
C 5.3144 -5.1239 3.0030
C 3.9859 -4.4758 3.0764
O 2.9434 -5.0838 3.1085
O 3.9489 -3.1120 3.1492
C 2.9141 -2.6085 2.3669
P 1.3102 -2.8805 3.2315
C 0.4153 -4.3320 2.4043
O 0.7726 -4.6450 1.3203
N -0.6204 -4.8909 3.1893
C -1.6810 -5.5300 2.5062
O -2.4070 -6.3107 3.0552
F -1.8801 -5.1200 1.2804
H 5.2463 -5.9699 2.3465
H 5.5180 -5.5209 3.9831
H 6.0828 -4.4367 2.7145
H 3.0571 -1.5415 2.2918
H 2.8664 -3.0171 1.3673
H 1.6384 -3.2700 4.5340
H 0.5169 -1.7231 3.2211
H -0.2301 -5.5801 3.8249
O -1.8841 -0.7703 4.0526
C -2.7775 -1.3013 3.4515
O -2.8076 -1.1815 2.1132
C -3.6885 -1.9275 1.2637
C -5.0514 -1.2776 1.1501
C -3.8863 -2.0400 4.1618
H -3.7454 -2.9688 1.5856
H -3.2117 -1.9291 0.2852
H -5.5586 -1.2307 2.1129
H -5.6825 -1.8333 0.4572
H -4.9512 -0.2537 0.7895
H -4.6166 -1.3142 4.5152
H -3.4602 -2.5559 5.0186
H -4.3920 -2.7840 3.5508
O 8.0813 -4.9645 3.9171
C 9.1688 -4.5014 3.6932
O 9.2454 -3.3536 3.0070
C 10.4692 -2.6298 2.8162
C 11.2632 -3.1604 1.6415
C 10.4318 -5.2209 4.0970
H 11.0501 -2.6115 3.7384
H 10.1638 -1.6044 2.6197
H 11.5687 -4.1953 1.7937
H 12.1579 -2.5588 1.4856
H 10.6594 -3.1314 0.7348
H 10.6474 -5.9885 3.3555
H 10.2602 -5.6970 5.0588
H 11.2991 -4.5751 4.2036
O -2.3014 3.4700 -2.6346
C -1.7445 2.4254 -2.4551
O -2.4670 1.3890 -1.9923
C -1.9686 0.0596 -1.8657
C -1.2335 -0.1395 -0.5550
C -0.2549 2.2729 -2.6529
H -1.3659 -0.2145 -2.7330
H -2.8519 -0.5775 -1.8895
H -0.3526 0.4995 -0.4842
H -0.9149 -1.1783 -0.4481
H -1.8793 0.1162 0.2821
H 0.2540 2.6548 -1.7692
H 0.0367 2.8687 -3.5138
H 0.0695 1.2516 -2.8392
O -0.4670 8.5753 -7.7972
C -0.6642 7.6533 -7.0616
O -1.9225 7.3914 -6.6639
C -2.2837 6.2261 -5.9204
C -2.0596 6.4029 -4.4337
C 0.4766 6.8252 -6.5125
H -1.7726 5.3460 -6.3154
H -3.3448 6.0827 -6.1155
H -1.0076 6.5712 -4.2007
H -2.3930 5.5204 -3.8884
H -2.6103 7.2707 -4.0708
H 0.9166 7.3549 -5.6693
H 1.2249 6.7189 -7.2936
H 0.1912 5.8246 -6.1954
O -9.2155 3.8213 -0.1428
C -8.3420 3.9559 -0.9496
O -7.7957 2.8577 -1.5045
C -6.8578 2.9028 -2.5828
C -5.4415 3.1185 -2.0928
C -7.7906 5.3193 -1.2996
H -7.1592 3.6426 -3.3261
H -6.9345 1.9296 -3.0650
H -5.3326 4.0762 -1.5842
H -4.7362 3.0915 -2.9189
H -5.1682 2.3428 -1.3776
H -7.0753 5.6132 -0.5335
H -8.6149 6.0275 -1.3044
H -7.3104 5.3721 -2.2738

=====

79
Properties=species:S:1:pos:R:3 method="wB97M-V/def2-TZVPD" s_squared=6.0057 charge=+3 multiplicity=5 largest_force_ev_per_a=3.867 orbital_gap_ev="2.624 / 2.719" energy_ev=-100466.49509
Ho 0.2299 -0.1238 0.1367
P -1.5401 2.0366 -0.0252
P -2.0043 -1.5126 1.0429
P 1.8015 1.3230 -1.6304
H -0.9744 -2.1017 -1.7244
C 0.0416 -1.6824 -1.7066
C 1.0278 -2.2059 -0.8696
H 0.8190 -3.0468 -0.1968
C -2.6319 2.0910 -1.4979
C -2.7682 2.2514 1.3210
C -0.8286 3.7284 -0.0671
C -1.7548 -3.3301 1.0563
C -2.6425 -1.2379 2.7424
C -3.5300 -1.4007 0.0320
C 3.1182 0.2805 -2.3608
C 2.7873 2.7696 -1.0918
C 0.9578 1.9952 -3.1123
H 0.3020 -1.1440 -2.6302
H 2.0956 -2.0662 -1.0849
H -3.2736 2.9816 -1.4493
H -3.2604 1.1926 -1.5319
H -2.0263 2.1305 -2.4115
H -3.3119 3.1915 1.1539
H -2.2582 2.3026 2.2914
H -3.4850 1.4219 1.3408
H -1.6511 4.4572 -0.0503
H -0.2259 3.8855 -0.9697
H -0.1952 3.8896 0.8146
H -2.6856 -3.8062 1.3960
H -0.9354 -3.5947 1.7386
H -1.5027 -3.6842 0.0482
H -3.6413 -1.6889 2.8350
H -2.7040 -0.1624 2.9581
H -1.9608 -1.7051 3.4647
H -4.2362 -2.1758 0.3601
H -3.2810 -1.5654 -1.0244
H -3.9901 -0.4107 0.1381
H 3.7272 0.8889 -3.0423
H 2.6920 -0.5654 -2.9140
H 3.7531 -0.1133 -1.5559
H 3.3177 3.1873 -1.9599
H 3.5157 2.4490 -0.3347
H 2.1325 3.5352 -0.6553
H 1.6961 2.4094 -3.8105
H 0.2502 2.7801 -2.8235
H 0.4042 1.1976 -3.6214
C 2.3073 -0.7317 -7.1487
C 1.5831 -0.4472 -8.3202
C 1.4249 -1.4338 -9.2953
C 1.9950 -2.7010 -9.1151
C 2.7380 -2.9777 -7.9614
C 2.9018 -1.9971 -6.9826
S 2.5005 0.4455 -5.8832
H 1.6894 1.4209 -6.3816
H 1.1567 0.5484 -8.4326
H 0.8543 -1.2100 -10.1984
H 1.8614 -3.4711 -9.8775
H 3.1949 -3.9572 -7.8153
H 3.4801 -2.1838 -6.0796
C -0.0416 1.4939 4.2237
P 0.8433 0.7209 2.8077
C 2.1100 1.9975 2.4817
C 1.8038 -0.5561 3.7264
C 1.2336 -1.8372 3.8082
C 1.8287 -2.8183 4.5951
C 3.0077 -2.5394 5.2987
C 3.6050 -1.2821 5.1721
C 3.0150 -0.2930 4.3728
H 0.6781 1.7137 5.0230
H -0.5365 2.4240 3.9168
H -0.7895 0.7860 4.5990
H 2.4576 2.4086 3.4395
H 2.9413 1.5121 1.9542
H 1.7141 2.8159 1.8629
H 0.3232 -2.0596 3.2311
H 1.3720 -3.8067 4.6578
H 3.4562 -3.3052 5.9338
H 4.5374 -1.0647 5.6910
H 3.5130 0.6669 4.2459

=====

77
Properties=species:S:1:pos:R:3 method="wB97M-V/def2-TZVPD" charge=+1 largest_force_ev_per_a=2.352 orbital_gap_ev="5.626 / 5.790" energy_ev=-52010.70298
Tl -0.5460 0.5525 0.0564
C -0.4002 -2.2160 -0.9381
C -0.4496 -1.3045 -2.0607
C 1.7028 -1.2764 -1.2124
C 0.9373 -2.2310 -0.4258
C 0.8730 -0.7415 -2.2229
C -1.5022 -3.1243 -0.5496
H -2.5192 -2.7424 -0.7190
H -1.4764 -3.4764 0.4869
H -1.4132 -4.0228 -1.1813
C 1.4554 -3.2748 0.4593
H 0.6843 -3.8326 0.9447
H 2.0442 -2.9689 1.2942
H 2.1699 -3.8818 -0.0696
C 3.1318 -0.9440 -1.0720
H 3.6964 -1.5375 -1.8036
H 3.5305 -1.2123 -0.0966
H 3.4063 0.1125 -1.2237
C 1.4145 -0.0266 -3.4075
H 1.7340 -0.8302 -4.0996
H 2.3220 0.5584 -3.1871
H 0.7267 0.6308 -3.9594
C -1.4514 -1.4832 -3.1253
H -1.2201 -2.4875 -3.5556
H -1.4097 -0.7393 -3.9212
H -2.4890 -1.5340 -2.7648
C -3.1476 2.0435 -0.4546
C -3.5463 0.9146 -1.1119
C -4.5259 0.9940 -2.2522
C -3.9601 1.5877 -3.5835
C -2.5394 2.0823 -3.5679
C -2.1987 3.2069 -2.9224
C -3.2116 4.0097 -2.1489
C -3.7053 3.4012 -0.7978
H -5.4190 1.5783 -1.9624
H -4.6145 2.4393 -3.8477
H -4.9005 -0.0301 -2.4571
H -4.8127 3.3786 -0.8078
H -2.3526 2.0504 0.2690
H -3.1104 -0.0485 -0.9264
H -3.4265 4.1045 0.0170
H -2.7908 5.0111 -1.9515
H -1.1776 3.6239 -2.9619
H -4.1078 4.1676 -2.7797
H -4.0830 0.8405 -4.3859
H -1.8071 1.4900 -4.1427
P -1.2220 -0.6263 2.2892
C -0.4986 -2.0995 3.0552
H -0.9936 -2.1292 4.0395
H 0.5912 -2.0049 3.1694
H -0.7357 -2.9917 2.4490
C -1.1176 0.6605 3.5750
H -1.5167 0.1459 4.4670
H -1.7425 1.5313 3.2973
H -0.0636 0.9636 3.7241
C -2.9831 -1.1047 2.2569
H -3.6131 -0.2232 2.0240
H -3.1435 -1.4805 3.2880
H -3.1405 -1.9122 1.5083
P 1.1794 2.4343 0.0219
C 1.9703 2.8158 -1.5635
H 2.0559 3.9110 -1.4987
H 1.4129 2.4898 -2.4593
H 2.9733 2.3424 -1.5301
C 0.2981 3.7900 0.8594
H -0.3844 4.2984 0.1572
H 1.1327 4.4239 1.2038
H -0.2546 3.4080 1.7428
C 2.6947 2.4243 1.0159
H 3.0885 3.4206 0.7221
H 3.3614 1.6039 0.6920
H 2.4375 2.3769 2.0887
C 2.6909 -1.0632 2.1447
O 1.5803 -0.6677 1.4478
H 3.3772 -1.8451 1.7196
H 2.3261 -1.5130 3.0890
H 3.2512 -0.1259 2.0908

=====

> Which of these has the highest charge?

C25H48HoP4S

=====

> Among the records above, which one has the highest charge?

C25H48HoP4S

=====

Please write out number 2 again, unchanged.
79
Properties=species:S:1:pos:R:3 method="wB97M-V/def2-TZVPD" s_squared=6.0057 charge=+3 multiplicity=5 largest_force_ev_per_a=3.867 orbital_gap_ev="2.624 / 2.719" energy_ev=-100466.49509
Ho 0.2299 -0.1238 0.1367
P -1.5401 2.0366 -0.0252
P -2.0043 -1.5126 1.0429
P 1.8015 1.3230 -1.6304
H -0.9744 -2.1017 -1.7244
C 0.0416 -1.6824 -1.7066
C 1.0278 -2.2059 -0.8696
H 0.8190 -3.0468 -0.1968
C -2.6319 2.0910 -1.4979
C -2.7682 2.2514 1.3210
C -0.8286 3.7284 -0.0671
C -1.7548 -3.3301 1.0563
C -2.6425 -1.2379 2.7424
C -3.5300 -1.4007 0.0320
C 3.1182 0.2805 -2.3608
C 2.7873 2.7696 -1.0918
C 0.9578 1.9952 -3.1123
H 0.3020 -1.1440 -2.6302
H 2.0956 -2.0662 -1.0849
H -3.2736 2.9816 -1.4493
H -3.2604 1.1926 -1.5319
H -2.0263 2.1305 -2.4115
H -3.3119 3.1915 1.1539
H -2.2582 2.3026 2.2914
H -3.4850 1.4219 1.3408
H -1.6511 4.4572 -0.0503
H -0.2259 3.8855 -0.9697
H -0.1952 3.8896 0.8146
H -2.6856 -3.8062 1.3960
H -0.9354 -3.5947 1.7386
H -1.5027 -3.6842 0.0482
H -3.6413 -1.6889 2.8350
H -2.7040 -0.1624 2.9581
H -1.9608 -1.7051 3.4647
H -4.2362 -2.1758 0.3601
H -3.2810 -1.5654 -1.0244
H -3.9901 -0.4107 0.1381
H 3.7272 0.8889 -3.0423
H 2.6920 -0.5654 -2.9140
H 3.7531 -0.1133 -1.5559
H 3.3177 3.1873 -1.9599
H 3.5157 2.4490 -0.3347
H 2.1325 3.5352 -0.6553
H 1.6961 2.4094 -3.8105
H 0.2502 2.7801 -2.8235
H 0.4042 1.1976 -3.6214
C 2.3073 -0.7317 -7.1487
C 1.5831 -0.4472 -8.3202
C 1.4249 -1.4338 -9.2953
C 1.9950 -2.7010 -9.1151
C 2.7380 -2.9777 -7.9614
C 2.9018 -1.9971 -6.9826
S 2.5005 0.4455 -5.8832
H 1.6894 1.4209 -6.3816
H 1.1567 0.5484 -8.4326
H 0.8543 -1.2100 -10.1984
H 1.8614 -3.4711 -9.8775
H 3.1949 -3.9572 -7.8153
H 3.4801 -2.1838 -6.0796
C -0.0416 1.4939 4.2237
P 0.8433 0.7209 2.8077
C 2.1100 1.9975 2.4817
C 1.8038 -0.5561 3.7264
C 1.2336 -1.8372 3.8082
C 1.8287 -2.8183 4.5951
C 3.0077 -2.5394 5.2987
C 3.6050 -1.2821 5.1721
C 3.0150 -0.2930 4.3728
H 0.6781 1.7137 5.0230
H -0.5365 2.4240 3.9168
H -0.7895 0.7860 4.5990
H 2.4576 2.4086 3.4395
H 2.9413 1.5121 1.9542
H 1.7141 2.8159 1.8629
H 0.3232 -2.0596 3.2311
H 1.3720 -3.8067 4.6578
H 3.4562 -3.3052 5.9338
H 4.5374 -1.0647 5.6910
H 3.5130 0.6669 4.2459